1.
Density functional theory data (ωB97M-V/def2-TZVPD) for the molecule C3H3FN2O2 in a non-equilibrium geometry.

Geometry (Å):
F 1.063 1.645 0.973
O -1.695 -0.096 -1.908
O 2.090 -1.099 0.528
N 0.217 -0.916 -0.880
N -0.949 0.692 0.138
C 1.026 -0.676 0.265
C 0.223 0.553 1.043
C -0.910 -0.133 -0.991
H 0.093 0.209 2.128
H 0.649 -1.255 -1.703
H -1.807 1.078 0.407

Values from the calculation:
SMILES: O=C1NC(=O)[C@@H](F)N1
Calculated total energy in Eh: -476.00916
LUMO in eV: 0.6680
Frontier orbital gap in eV: 11.36
F_max in eV/Å: 3.9
ΔE to the lowest compared entry with this formula, charge and spin in kcal per mole: 0.0

These are the Löwdin partial charges, in e, on atoms 1 to 5: 0.0195 0.1013 0.1481 0.1892 0.1447



2.
Density functional theory data (ωB97M-V/def2-TZVPD) for a structure of composition C3H3FN3 in a non-equilibrium geometry.

Geometry (Å):
F -2.433 1.247 0.028
N -0.331 -1.632 -0.027
N -1.336 0.542 -0.107
N -1.426 -1.326 0.007
C 0.940 -1.139 -0.026
C 1.048 0.227 -0.025
C -0.155 1.048 0.016
H 1.873 -1.681 0.035
H 1.968 0.646 0.039
H -0.148 2.067 0.061

Values from the calculation:
Total charge: +1
Calculated total energy in Eh: -379.78080
LUMO in eV: -6.7252
Frontier orbital gap in eV: 9.32
F_max in eV/Å: 4.8
ΔE to the lowest compared entry with this formula, charge and spin in kcal per mole: 11.4

These are the Löwdin partial charges, in e, on atoms 1 to 5: 0.1119 0.0618 0.0028 0.3376 0.0017



3.
Density functional theory data (ωB97M-V/def2-TZVPD) for a structure of composition C3H3FNO2 in a non-equilibrium geometry.

Geometry (Å):
F 2.173 1.492 0.083
O -1.976 -1.016 0.705
O -2.404 0.848 -0.616
N 0.758 0.739 0.640
C -1.778 -0.031 -0.009
C 0.952 -0.579 0.280
C -0.007 0.243 -0.466
H 1.906 -0.773 -0.155
H 0.450 -1.349 1.096
H -0.074 0.425 -1.558

Values from the calculation:
Total charge: -1
Calculated total energy in Eh: -421.13632
LUMO in eV: 4.1860
Frontier orbital gap in eV: 8.44
F_max in eV/Å: 4.4
ΔE to the lowest compared entry with this formula, charge and spin in kcal per mole: 69.0

These are the Löwdin partial charges, in e, on atoms 1 to 5: -0.2980 -0.0354 -0.0549 0.0607 -0.6113



4.
Density functional theory data (ωB97M-V/def2-TZVPD) for the molecule C3H3FO in a non-equilibrium geometry.

Geometry (Å):
F 0.869 -1.416 -0.189
O 0.133 1.134 -1.195
C -0.852 0.094 0.718
C 0.150 -0.948 0.771
C -0.449 1.302 -0.143
H -0.704 2.486 0.097
H -1.499 0.131 1.469
H 0.231 -1.642 1.614

Values from the calculation:
SMILES: O=C/C=C\F
Calculated total energy in Eh: -291.12248
LUMO in eV: 0.0219
Frontier orbital gap in eV: 9.75
F_max in eV/Å: 8.0
ΔE to the lowest compared entry with this formula, charge and spin in kcal per mole: 33.4

These are the Löwdin partial charges, in e, on atoms 1 to 5: 0.0934 0.0015 0.0048 -0.1214 -0.2721



5.
Density functional theory data (ωB97M-V/def2-TZVPD) for a structure of composition C3H3FO2 in a non-equilibrium geometry.

Geometry (Å):
F -1.957 1.831 -0.126
O 1.433 -0.383 0.777
O -0.753 -1.588 0.290
C 0.911 0.230 -0.272
C -0.918 -0.405 0.087
C -1.761 0.537 -0.122
H 1.007 -0.239 -1.249
H 0.996 1.309 -0.215
H 1.041 -1.292 0.830

Values from the calculation:
Calculated total energy in Eh: -366.25657
LUMO (alpha / beta) in eV: -1.5069 / -1.5063
Frontier orbital gap (alpha / beta) in eV: 7.16 / 7.16
F_max in eV/Å: 2.7
ΔE to the lowest compared entry with this formula, charge and spin in kcal per mole: 120.2

These are the Löwdin partial charges, in e, on atoms 1 to 5: 0.0861 0.0077 -0.0144 -0.0439 -0.4417



6.
Density functional theory data (ωB97M-V/def2-TZVPD) for a structure of composition C3H3FO2Yb in a non-equilibrium geometry.

Geometry (Å):
Yb 2.712 0.417 1.073
F -2.202 0.991 -0.908
O -0.898 0.030 0.675
O 0.372 -0.467 -0.995
C -1.838 -0.203 -0.402
C -0.936 -1.016 -1.324
C 0.230 -0.521 0.305
H -1.094 -0.865 -2.395
H -2.712 -0.723 0.000
H -0.811 -2.097 -0.861

Values from the calculation:
Total charge: +2
Calculated total energy in Eh: -1524.37992
LUMO in eV: -10.4887
Frontier orbital gap in eV: 8.60
F_max in eV/Å: 5.4
ΔE to the lowest compared entry with this formula, charge and spin in kcal per mole: 0.0

These are the Löwdin partial charges, in e, on atoms 1 to 5: 1.8211 0.1189 0.0708 -0.0450 -0.2578



7.
Density functional theory data (ωB97M-V/def2-TZVPD) for the molecule C3H3FOS in a non-equilibrium geometry.

Geometry (Å):
S 2.419 0.814 -0.356
F 0.767 -1.112 1.117
O -0.976 -1.795 -0.938
C 0.849 0.905 -0.193
C 0.012 -0.111 0.598
C -0.923 -0.682 -0.431
H -1.771 -0.025 -0.678
H 0.232 1.659 -0.677
H -0.610 0.347 1.559

Values from the calculation:
SMILES: O=C[C@@H](F)C=S
Calculated total energy in Eh: -689.33363
LUMO in eV: -0.9709
Frontier orbital gap in eV: 8.41
F_max in eV/Å: 3.2
ΔE to the lowest compared entry with this formula, charge and spin in kcal per mole: 30.4

These are the Löwdin partial charges, in e, on atoms 1 to 5: 0.7915 -0.0131 0.0805 -0.6367 -0.3983



8.
Density functional theory data (ωB97M-V/def2-TZVPD) for a structure of composition C3H3HgO3 in a non-equilibrium geometry.

Geometry (Å):
Hg 3.487 0.233 0.195
O 2.184 -0.532 -1.145
O -1.398 1.091 -1.310
O 0.259 -1.121 -0.294
C -0.514 -0.214 0.522
C -1.574 0.560 -0.211
C 1.399 -0.454 -0.183
H -0.932 -0.772 1.370
H -0.314 0.922 0.921
H -2.598 0.287 0.135

Values from the calculation:
Expectation value of S²: 0.75
Calculated total energy in Eh: -495.03305
LUMO (alpha / beta) in eV: 0.3531 / -2.0963
Frontier orbital gap (alpha / beta) in eV: 8.88 / 6.35
F_max in eV/Å: 4.8
ΔE to the lowest compared entry with this formula, charge and spin in kcal per mole: 101.7
2S+1: 2

These are the Löwdin partial charges, in e, on atoms 1 to 5: 0.8497 -0.2812 0.0378 0.0118 -0.2053



Q: What is the F_max in the first record?
A: 3.9 eV/Å



Q: ΔE to the lowest compared entry with this formula, charge and spin of number 3 (C3H3FNO2)?
A: 69.0 kcal per mole